[1]
ORCA calculation (wB97M-V/def2-TZVPD) on a molecular structure, C13H21F5N2O4PSTeZr.

Its net charge is +1. The energy relative to the best compared isomer or geometry (same formula, charge and spin) comes out at 0.000 eV. Its HOMO-LUMO gap is 8.5 eV. The LUMO energy comes out at -3.29 eV.

Element x y z (Å)
Zr  -1.4764  -0.1708  0.3637
C  -0.0158  2.6421  -1.2045
N  -1.2150  1.8100  -1.3872
C  -2.4089  2.6720  -1.4565
C  -1.1035  0.9102  -2.5041
C  -0.7189  -1.4876  -2.6979
C  0.3229  -1.6039  -3.5905
C  0.4470  -2.7719  -4.3340
C  -0.4629  -3.8023  -4.1732
C  -1.5242  -3.6702  -3.2846
C  -1.6674  -2.4972  -2.5596
H  0.0151  3.4433  -1.9484
H  0.8822  2.0363  -1.2951
H  -0.0406  3.0846  -0.2100
H  -2.3412  3.3650  -2.2996
H  -2.4730  3.2418  -0.5332
H  -3.3034  2.0648  -1.5564
H  -0.2994  1.1617  -3.1962
H  -2.0449  0.8098  -3.0396
H  1.0414  -0.8001  -3.6968
H  1.2710  -2.8767  -5.0271
H  -0.3525  -4.7192  -4.7357
H  -2.2448  -4.4672  -3.1723
F  -4.3246  -1.6261  -2.4589
Te  -3.2433  -2.3620  -1.1565
F  -3.8745  -4.0005  -1.7748
F  -3.0979  -0.1052  -0.8993
F  -0.9318  -2.0793  0.0159
F  -2.8529  -1.1115  1.3821
O  -0.7919  -0.3619  -1.8798
C  3.0032  0.7946  3.3337
O  1.9687  -0.0276  2.7481
P  0.5942  0.6425  2.2853
O  -0.3487  -0.7272  2.3235
C  -0.7645  -1.3410  3.5730
O  0.6607  0.3842  0.5619
C  1.6489  -0.5951  0.0963
H  3.4220  0.2413  4.1674
H  2.5974  1.7428  3.6887
H  3.7753  0.9817  2.5913
H  -1.3838  -0.6505  4.1392
H  0.1284  -1.6209  4.1259
H  -1.3380  -2.2180  3.2993
H  1.4665  -1.5623  0.5534
H  2.6413  -0.2444  0.3587
H  1.5440  -0.6659  -0.9805
S  -3.4004  1.5872  3.7293
C  -2.5537  1.5794  2.4111
N  -1.8500  1.5745  1.4313

These are the Löwdin partial charges, in e, on atoms 1 to 8:
1. Zr 1.76
2. C -0.06
3. N -0.30
4. C -0.06
5. C -0.15
6. C -0.31
7. C 0.01
8. C -0.04

***

[2]
ORCA calculation (wB97M-V/def2-TZVPD) on a molecular structure, C13H21FNO13S2.

Its net charge is -1. The energy relative to the best compared isomer or geometry (same formula, charge and spin) comes out at 0.000 eV. Its HOMO-LUMO gap is 8.9 eV. The LUMO energy comes out at 2.36 eV.

Element x y z (Å)
C  0.9164  -0.4735  -0.8369
C  -0.2560  -0.5142  0.1377
C  -1.3263  0.5623  -0.0752
C  -0.7511  1.9850  -0.1066
S  -2.3080  0.3563  -1.5667
O  -1.4038  0.1865  -2.6862
O  -3.1660  1.5168  -1.6289
N  -3.1516  -1.0000  -1.4629
S  -3.9213  -1.4498  -0.2003
O  -3.1053  -1.8097  0.9282
O  -4.9836  -2.3373  -0.5450
F  -4.6593  -0.1329  0.3386
H  1.2932  0.5371  -0.9890
H  1.7281  -1.0891  -0.4547
H  0.6337  -0.8780  -1.8074
H  0.1140  -0.3913  1.1583
H  -0.7333  -1.4932  0.0738
H  -2.0360  0.4964  0.7509
H  0.1047  2.0416  0.5693
H  -0.4378  2.2762  -1.1094
H  -1.4976  2.7031  0.2258
C  5.0714  -0.3054  -0.5865
C  5.6808  0.3099  0.6612
O  4.6131  0.2036  1.6036
C  3.7768  -0.7883  1.2038
O  2.8508  -1.1862  1.8287
O  4.1258  -1.2233  -0.0300
H  5.7859  -0.8457  -1.2020
H  4.5365  0.4265  -1.1953
H  6.5344  -0.2625  1.0313
H  5.9619  1.3528  0.5437
C  -4.6528  -2.4909  4.9536
C  -3.8339  -1.8753  3.8351
O  -3.3324  -0.6840  4.4687
C  -3.3329  -0.8647  5.7999
O  -2.8313  -0.1344  6.5953
O  -3.9932  -2.0051  6.1284
H  -4.6480  -3.5776  4.9531
H  -5.6836  -2.1310  4.9605
H  -2.9896  -2.4937  3.5351
H  -4.4045  -1.6154  2.9518
C  1.1368  1.4115  -4.0527
C  1.8077  2.0826  -5.2373
O  2.8417  2.8585  -4.6134
C  3.1246  2.2926  -3.4155
O  4.0595  2.5891  -2.7355
O  2.2227  1.3497  -3.1121
H  0.7628  0.4120  -4.2475
H  0.3286  2.0025  -3.6245
H  2.2791  1.3651  -5.9119
H  1.1483  2.7345  -5.8031

These are the Löwdin partial charges, in e, on atoms 1 to 8:
1. C -0.09
2. C -0.22
3. C -0.42
4. C -0.09
5. S 0.54
6. O -0.34
7. O -0.33
8. N -0.31

***

[3]
ORCA calculation (wB97M-V/def2-TZVPD) on a molecular structure, C13H21N3O3RhS3Sb at a distorted geometry.

As for the spin multiplicity: 2. Its net charge is +1. Its expectation value of S² is 0.76. The energy relative to the best compared isomer or geometry (same formula, charge and spin) comes out at 0.800 eV. Its HOMO-LUMO gap (spin up / spin down) is 6.9 / 6.0 eV. The LUMO energy (spin up / spin down) comes out at -3.70 / -4.63 eV.

Element x y z (Å)
Rh  -0.1846  1.4296  -0.4318
C  -3.2476  -1.9721  -3.5868
N  -2.1176  -1.0685  -3.4248
C  -1.5938  -0.4620  -4.6477
C  -1.6392  -0.6915  -2.2428
O  -0.6852  0.0971  -2.1379
C  -2.2676  -1.3048  -0.9925
O  -1.9530  -0.5128  0.1336
C  -1.4772  -1.1902  1.2722
C  0.0518  -1.2826  1.2418
O  0.6870  -0.6153  0.4139
N  0.6473  -2.0895  2.1235
C  2.0963  -2.2530  2.1046
C  -0.0422  -2.8060  3.1854
H  -3.1514  -2.4779  -4.5441
H  -4.1930  -1.4249  -3.5829
H  -3.2680  -2.7306  -2.8076
H  -1.3617  -1.2419  -5.3715
H  -0.6951  0.0972  -4.4176
H  -2.3340  0.2146  -5.0780
H  -1.8936  -2.3273  -0.8808
H  -3.3541  -1.3370  -1.0907
H  -1.9357  -2.1764  1.3617
H  -1.7746  -0.5787  2.1274
H  2.5034  -1.7643  1.2268
H  2.3383  -3.3158  2.0777
H  2.5385  -1.8147  3.0011
H  -1.0678  -2.4676  3.2968
H  0.4779  -2.6234  4.1258
H  -0.0356  -3.8810  2.9954
S  0.5433  5.4981  0.8250
Sb  -1.0633  4.6470  -0.6401
S  -1.8026  2.6831  0.6545
S  0.3304  3.1506  -1.9827
C  3.8110  3.0255  1.8897
C  2.6029  3.2032  2.5447
C  1.4516  2.6965  1.9673
N  1.4830  2.0327  0.8142
C  2.6425  1.8491  0.1793
C  3.8327  2.3296  0.6889
H  4.7252  3.4269  2.3059
H  2.5385  3.7384  3.4810
H  0.4815  2.8252  2.4296
H  2.6047  1.2956  -0.7496
H  4.7505  2.1699  0.1420

These are the Löwdin partial charges, in e, on atoms 1 to 8:
1. Rh 0.53
2. C -0.02
3. N -0.12
4. C 0.00
5. C -0.38
6. O -0.08
7. C -0.09
8. O -0.20

***

[4]
ORCA calculation (wB97M-V/def2-TZVPD) on a molecular structure, C13H21N4O5SSiTi at a distorted geometry.

Its net charge is -1. The energy relative to the best compared isomer or geometry (same formula, charge and spin) comes out at 0.635 eV. Its HOMO-LUMO gap (spin up / spin down) is 4.7 / 4.7 eV. The LUMO energy (spin up / spin down) comes out at 2.28 / 2.28 eV.

Element x y z (Å)
Ti  0.1908  -0.0466  -0.2986
N  -0.9650  1.3817  1.4501
C  -1.8277  0.6361  2.3567
C  -1.1543  -0.6953  2.6483
N  -0.8662  -1.3676  1.3796
H  -0.0634  1.5613  1.8799
H  -1.3748  2.2449  1.1213
H  -2.7815  0.4609  1.8506
H  -2.0431  1.1503  3.3019
H  -1.7826  -1.2975  3.3125
H  -0.1999  -0.5133  3.1425
H  -1.6863  -1.8099  0.9814
H  -0.1524  -2.0775  1.4976
O  1.5872  -0.1935  -1.4127
C  1.8564  0.4875  -2.5180
C  0.9801  1.4335  -3.0596
C  1.2825  2.0807  -4.2829
C  0.4258  3.0043  -4.8261
C  -0.7825  3.3593  -4.2198
C  -1.0877  2.7564  -3.0144
C  -0.2423  1.8251  -2.4178
O  -0.5763  1.3068  -1.2346
N  0.7918  3.6399  -6.0934
O  1.8217  3.2914  -6.6468
O  -0.0062  4.4151  -6.5970
H  2.7956  0.2639  -3.0126
H  2.1978  1.8398  -4.8053
H  -1.4371  4.0759  -4.6892
H  -2.0086  2.9975  -2.4978
S  -1.9424  -3.3068  -3.1229
C  -1.2955  -2.2428  -2.0829
N  -0.8463  -1.4894  -1.3047
C  3.5341  1.9005  0.5917
Si  3.0067  0.3222  1.4551
C  4.0548  -1.0938  0.8173
C  3.3936  0.5226  3.2889
O  1.4243  0.0480  1.2661
H  4.6013  2.1039  0.7148
H  2.9813  2.7595  0.9832
H  3.3197  1.8280  -0.4776
H  5.1236  -0.8975  0.9382
H  3.8478  -1.2516  -0.2432
H  3.8189  -2.0209  1.3468
H  4.4598  0.7147  3.4408
H  3.1330  -0.3804  3.8474
H  2.8383  1.3586  3.7227

These are the Löwdin partial charges, in e, on atoms 1 to 8:
1. Ti 1.01
2. N -0.02
3. C -0.25
4. C -0.25
5. N -0.05
6. H 0.07
7. H 0.09
8. H 0.12

***

Copy entry 2 word for word.
ORCA calculation (wB97M-V/def2-TZVPD) on a molecular structure, C13H21FNO13S2.

Its net charge is -1. The energy relative to the best compared isomer or geometry (same formula, charge and spin) comes out at 0.000 eV. Its HOMO-LUMO gap is 8.9 eV. The LUMO energy comes out at 2.36 eV.

Element x y z (Å)
C  0.9164  -0.4735  -0.8369
C  -0.2560  -0.5142  0.1377
C  -1.3263  0.5623  -0.0752
C  -0.7511  1.9850  -0.1066
S  -2.3080  0.3563  -1.5667
O  -1.4038  0.1865  -2.6862
O  -3.1660  1.5168  -1.6289
N  -3.1516  -1.0000  -1.4629
S  -3.9213  -1.4498  -0.2003
O  -3.1053  -1.8097  0.9282
O  -4.9836  -2.3373  -0.5450
F  -4.6593  -0.1329  0.3386
H  1.2932  0.5371  -0.9890
H  1.7281  -1.0891  -0.4547
H  0.6337  -0.8780  -1.8074
H  0.1140  -0.3913  1.1583
H  -0.7333  -1.4932  0.0738
H  -2.0360  0.4964  0.7509
H  0.1047  2.0416  0.5693
H  -0.4378  2.2762  -1.1094
H  -1.4976  2.7031  0.2258
C  5.0714  -0.3054  -0.5865
C  5.6808  0.3099  0.6612
O  4.6131  0.2036  1.6036
C  3.7768  -0.7883  1.2038
O  2.8508  -1.1862  1.8287
O  4.1258  -1.2233  -0.0300
H  5.7859  -0.8457  -1.2020
H  4.5365  0.4265  -1.1953
H  6.5344  -0.2625  1.0313
H  5.9619  1.3528  0.5437
C  -4.6528  -2.4909  4.9536
C  -3.8339  -1.8753  3.8351
O  -3.3324  -0.6840  4.4687
C  -3.3329  -0.8647  5.7999
O  -2.8313  -0.1344  6.5953
O  -3.9932  -2.0051  6.1284
H  -4.6480  -3.5776  4.9531
H  -5.6836  -2.1310  4.9605
H  -2.9896  -2.4937  3.5351
H  -4.4045  -1.6154  2.9518
C  1.1368  1.4115  -4.0527
C  1.8077  2.0826  -5.2373
O  2.8417  2.8585  -4.6134
C  3.1246  2.2926  -3.4155
O  4.0595  2.5891  -2.7355
O  2.2227  1.3497  -3.1121
H  0.7628  0.4120  -4.2475
H  0.3286  2.0025  -3.6245
H  2.2791  1.3651  -5.9119
H  1.1483  2.7345  -5.8031

These are the Löwdin partial charges, in e, on atoms 1 to 8:
1. C -0.09
2. C -0.22
3. C -0.42
4. C -0.09
5. S 0.54
6. O -0.34
7. O -0.33
8. N -0.31